Below is C30H28N7O4RuS4 as an isolated structure, with properties calculated with the ωB97M-V functional and the def2-TZVPD basis.

Values from the calculation:
expectation value of S²	0.755
HOMO-LUMO gap (spin up / spin down)	6.950 / 6.921	eV

Geometry as ORCA input:
```
! RIJCOSX wB97M-V def2-TZVPD def2/J DEFGRID3
* xyz 0 2
N -0.4754 -0.9015 -2.9142
C 0.0208 -1.3837 4.2108
C 0.1980 1.8292 0.1254
H -1.8703 0.5609 3.2314
H -1.2320 -0.7747 5.8326
H 4.8236 -3.4930 1.4331
C 1.9166 -1.7272 -1.9543
H 2.9542 -0.9786 6.6837
S -1.3420 -1.7993 -0.0822
C 0.8299 -0.8104 6.4129
C -0.5205 2.2084 1.4332
C 3.2857 -3.2323 -0.0567
H -0.7975 -1.5383 3.5212
C 4.0211 -4.0601 0.9624
C 2.3745 -1.4964 4.6963
H -1.2149 1.8990 -5.8676
C -2.7772 -1.6581 -3.2340
C -0.2141 -0.9667 5.5152
O 1.3482 -1.4690 -4.4832
N 0.5524 -0.2387 0.9651
C -0.8363 3.7223 1.5442
C -2.5992 3.9576 0.1749
C -1.3161 -1.8490 -3.6420
S -3.2958 3.2025 -4.3566
H -0.1117 4.2300 2.1757
H -1.2514 -1.6915 -4.7197
H 2.3443 -2.6918 2.4149
H 0.0249 1.8856 2.3173
H 0.9255 -3.5662 -2.4680
C 2.8401 -1.1101 -1.1289
C -2.6652 2.6005 -0.5023
C 2.1269 -1.0862 5.9935
O -2.9953 -0.7588 -2.3080
H 3.3456 -4.4157 1.7452
O 1.5178 0.5701 -3.0835
C 3.5194 -1.8682 -0.1831
N -2.3233 1.4691 -0.0181
N 0.5001 -2.4590 1.6874
C -1.7962 1.3926 1.3226
S -2.5971 4.0238 2.0022
H -2.1673 0.4603 -5.4868
C 1.6566 -3.0869 -1.8328
C -1.0928 4.3997 0.1877
C 2.3379 -3.8279 -0.8870
C -3.5540 3.5073 -2.7003
C -0.2159 3.9800 -0.9407
H -0.0909 4.6562 -1.7786
H -3.2257 0.0646 2.0486
H 2.1251 -4.8851 -0.7852
C -1.4950 1.2119 -5.0696
C -2.3256 0.6285 2.2535
H -1.0748 5.4801 0.3235
H 0.9425 2.4230 -1.8069
C -2.1753 1.9510 -3.9719
O -3.6467 -2.3027 -3.7772
N 0.4242 0.5823 -0.1685
H -0.6012 0.7252 -4.6947
H 0.6392 -0.4877 7.4275
C 1.3210 -1.6450 3.7916
H 3.0212 -0.0487 -1.2324
C 0.0592 -1.5194 0.9269
Ru -1.3491 0.0122 -1.4452
H -1.0395 -2.8899 -3.4670
N 1.6140 -1.9940 2.4610
H 1.4764 -0.1960 1.3880
C 0.3630 2.7812 -0.9634
H 3.3889 -1.7005 4.3710
H 4.2500 -1.3897 0.4592
H -4.2357 4.2662 -2.3561
C -2.8119 2.6476 -1.9622
H -3.2882 4.6544 -0.2952
H 4.4558 -4.9484 0.5029
S 1.1069 -0.8056 -3.2291
N -2.0305 1.7689 -2.6894
*
```



Below is a 2-piece molecular cluster, C30H28O6S overall in a non-equilibrium geometry, with properties calculated with the ωB97M-V functional and the def2-TZVPD basis.

Values from the calculation:
HOMO-LUMO gap	3.520	eV

Geometry as ORCA input:
```
! RIJCOSX wB97M-V def2-TZVPD def2/J DEFGRID3
* xyz 0 1
H 5.8447 0.4731 3.5803
C -3.9179 0.0994 9.5725
H -0.1726 2.4107 3.5686
H -4.2109 -3.0076 1.5134
H -0.4527 5.4164 5.8484
C -3.2831 -1.2337 2.2671
C 5.1652 -0.0410 2.8953
C 5.0260 -1.4337 2.9150
O 2.6607 0.8410 0.3752
H 2.0223 2.4286 2.4032
C -0.6146 4.9817 6.8400
H -4.0550 -0.4433 5.1963
H -6.5221 -2.0492 1.5826
C -4.2267 -1.1978 9.9891
H 2.6515 -1.7990 0.4791
C 3.3912 -1.3378 1.1356
C -0.8155 0.0714 1.1759
H -4.6288 0.9156 9.6928
C -2.0501 1.8103 6.4448
H 4.0341 -3.1697 2.0539
H -6.8438 0.3212 2.3077
H -1.5803 -0.6017 0.8020
C -0.9969 5.9916 7.8801
C -1.7164 -0.6497 8.8544
S -2.3793 1.9751 8.2663
H -2.4539 1.7656 3.6728
C 1.3986 0.9541 0.9574
C -1.8385 3.1207 5.8324
H -3.4952 -3.2195 10.2421
C 3.5444 0.0536 1.1328
C -5.6667 -1.4419 1.8866
H -1.2755 -2.7338 9.1710
H -4.8939 1.6858 3.0401
O -2.5307 0.7709 5.8001
H -2.2896 -1.6868 2.2964
H -4.5424 1.2883 5.4228
C 1.2062 1.7897 2.0679
O -1.7833 4.0885 6.8070
C -3.4277 0.1339 2.6440
C -2.6927 0.3402 8.9477
O -1.2514 2.5012 9.0109
C -2.3012 0.9289 3.0080
H -5.2267 -1.3919 10.3856
C -4.7537 0.6593 2.6905
H -1.8674 6.5727 7.5594
C -3.9884 0.4376 5.8363
O -3.7000 2.5883 8.3241
H 0.5587 -0.5120 -0.3715
O -1.7785 3.3922 4.6271
H 5.6082 -2.0213 3.6254
C -1.0598 0.8824 2.3253
H 0.2484 4.3924 7.1652
C 0.3754 0.1259 0.4901
C -2.0199 -1.9421 9.2939
C -5.8406 -0.1090 2.2890
H -4.2771 0.2255 6.8700
C -3.2674 -2.2133 9.8764
H -0.1597 6.6687 8.0513
H 4.4701 1.8057 1.9621
C 4.4288 0.7157 1.9873
C -4.3754 -1.9860 1.8569
C -0.0003 1.7444 2.7297
C 4.1470 -2.0827 2.0396
H -1.2439 5.4732 8.8119
H -0.7391 -0.4024 8.4404
*
```



Below is C30H29AsN3O2PtS2 as an isolated structure in a non-equilibrium geometry, with properties calculated with the ωB97M-V functional and the def2-TZVPD basis.

Values from the calculation:
HOMO-LUMO gap	5.753	eV

Geometry as ORCA input:
```
! RIJCOSX wB97M-V def2-TZVPD def2/J DEFGRID3
* xyz 1 1
H -3.3868 -3.2238 2.4962
C -1.7338 2.8461 -3.5311
H -0.1003 -4.9657 2.0703
C 2.1829 3.5751 3.1515
C 0.9125 3.0371 3.1277
H -2.9746 0.8909 -1.7612
C 2.5288 2.0808 -2.6496
H -2.5209 -1.7337 2.4782
H -5.6564 -1.1328 -4.4200
C -0.3982 2.4331 -1.5668
C 3.2591 0.0691 -1.5442
H 0.7853 -5.4607 4.1173
C 1.3444 2.1143 0.9307
C 4.4522 0.1236 -2.2469
H -0.4794 1.1185 -3.2582
C -0.8456 2.0507 -2.8309
C -3.7216 -1.0089 -1.1078
C 3.0476 3.3702 2.0854
H 1.7822 2.8506 -2.8058
H 1.6536 -4.0536 0.8995
H -5.9265 -2.9783 -2.8083
C -2.2002 4.0210 -2.9608
H -0.2233 -4.0774 4.5797
C 2.6265 2.6401 0.9848
S -4.5830 -3.2117 -0.0624
N -2.9205 -2.5077 1.9643
C -3.6042 0.0455 -2.0049
Pt -1.1587 -0.0273 0.3249
C 4.6851 1.1512 -3.1466
H 3.8975 2.9284 -4.0492
C 1.0640 -2.0912 1.5557
O 1.7244 -1.3142 0.9152
H 1.6211 -2.5449 4.4139
C 2.3000 1.0551 -1.7380
H 3.3256 -2.8793 2.6990
H 4.0442 3.7821 2.1093
C 0.4832 2.2864 2.0288
As 0.7080 1.1306 -0.6132
C -5.1300 -1.0996 -3.4810
H 2.5078 4.1452 4.0075
C -3.4203 -2.1876 0.7530
C 3.7210 2.1246 -3.3507
C -5.2857 -2.1401 -2.5834
C 1.4259 -3.5616 1.8486
S -1.1365 1.6325 2.0738
C 2.5900 -3.6652 2.8447
H -2.0646 2.5455 -4.5147
H -4.2201 0.7905 -3.9047
O -0.1047 -1.7648 2.0809
C 1.8697 -3.5829 4.1887
H -0.5200 3.9202 -0.0226
H -0.4374 -2.6414 2.4697
H 5.2038 -0.6339 -2.0842
C -4.5880 -2.0768 -1.3933
H 0.2418 3.1810 3.9607
N -3.0585 -1.1237 0.0966
C 0.6006 -4.3981 3.9366
C -0.8649 3.6143 -1.0051
H 3.3002 2.4774 0.1511
H -2.1190 5.3254 -1.2637
C -4.3103 -0.0129 -3.1902
H 2.4558 -3.9939 5.0075
H 3.0731 -0.7235 -0.8327
C -1.7617 4.4065 -1.7049
H -2.9133 4.6319 -3.4941
N 0.2596 -4.1400 2.5289
H 5.6184 1.1962 -3.6865
H 3.0731 -4.6346 2.7375
*
```